No. 1
95
Properties=species:S:1:pos:R:3:lowdin_spin:R:1 method="wB97M-V/def2-TZVPD" charge=+1 fmax_ev_per_a=5.188 homo_energy_ev="-8.87 / -10.56" e_lumo_ev="-1.68 / -3.98" spin_multiplicity=4 s_squared=3.84 orbital_gap_ev="7.19 / 6.57" mol_weight_g_mol=619.701
C -0.7472 -2.4287 -1.3521 0.00
C 1.4817 -2.2889 -0.6309 0.02
C -0.4835 -3.5971 -2.0714 0.14
C 1.7282 -3.5929 -1.1503 0.13
C 0.7548 -4.2244 -1.9019 -0.01
H -1.2688 -4.0007 -2.7115 0.01
H 2.7111 -4.0253 -0.9738 0.01
H 0.9414 -5.1895 -2.3686 0.00
N 0.1849 -1.8227 -0.5988 0.14
P -2.3441 -0.7720 0.1570 0.03
P 2.3510 0.2559 0.2830 0.12
C -2.0997 -1.7342 -1.4118 0.00
H -2.0924 -1.0412 -2.2659 0.00
H -2.8984 -2.4559 -1.6090 0.00
C -0.0595 1.3688 1.2854 -0.01
O -0.0350 2.2865 2.0028 -0.03
C 2.4994 -1.4225 -0.1982 0.42
H 3.4923 -1.8717 -0.1008 0.02
C 3.3386 1.0012 -1.2097 0.06
C 3.4486 0.4383 1.8618 0.03
C -3.6504 0.5550 -0.2985 0.00
C -3.0780 -2.1574 1.2391 0.01
C 2.8957 2.4614 -1.2760 0.01
H 3.1123 3.0098 -0.3496 0.00
H 3.4190 2.9652 -2.1032 0.00
H 1.8170 2.5201 -1.4579 0.00
C 4.8611 0.8941 -1.0815 0.01
H 5.2755 1.4497 -0.2344 0.00
H 5.1888 -0.1521 -1.0387 0.00
H 5.3002 1.3269 -1.9941 0.00
C 2.9629 0.2438 -2.4867 0.01
H 3.4794 0.6980 -3.3453 0.00
H 3.2572 -0.8105 -2.4329 0.01
H 1.8858 0.2805 -2.6767 0.00
C 3.7594 1.9330 2.0584 0.00
H 2.8343 2.5252 2.0996 0.00
H 4.2788 2.0639 3.0200 0.00
H 4.4065 2.3514 1.2802 0.00
C 2.6381 -0.0377 3.0661 0.00
H 1.7418 0.5653 3.2252 0.00
H 2.3287 -1.0841 2.9726 0.00
H 3.2527 0.0464 3.9770 0.00
C 4.7226 -0.4113 1.8354 0.01
H 5.4124 -0.1625 1.0270 0.00
H 5.2637 -0.2361 2.7778 0.00
H 4.4916 -1.4807 1.7811 0.00
C -3.5125 -1.5454 2.5755 0.00
H -3.9294 -2.3493 3.2009 0.00
H -2.6654 -1.1063 3.1084 0.00
H -4.2856 -0.7774 2.4613 0.00
C -1.9901 -3.2124 1.4961 0.00
H -1.6943 -3.7291 0.5753 0.00
H -1.1016 -2.7745 1.9586 0.00
H -2.3956 -3.9668 2.1867 0.00
C -4.2706 -2.8893 0.5981 0.00
H -4.4802 -3.7756 1.2167 0.00
H -5.1833 -2.2869 0.5833 0.00
H -4.0661 -3.2514 -0.4152 0.00
C -3.5951 0.8342 -1.8024 0.00
H -3.9787 -0.0046 -2.3989 0.00
H -4.2271 1.7077 -2.0270 0.00
H -2.5758 1.0686 -2.1264 0.00
C -3.2669 1.8344 0.4632 0.00
H -2.3091 2.2429 0.1158 0.00
H -4.0396 2.5964 0.2835 0.00
H -3.2015 1.6654 1.5467 0.00
C -5.0928 0.1703 0.0457 0.00
H -5.4313 -0.7058 -0.5202 0.00
H -5.2543 0.0113 1.1171 0.00
H -5.7423 1.0096 -0.2506 0.00
Co -0.1857 -0.0854 0.3229 1.81
N -0.2799 0.8241 -1.3145 0.04
C -0.0032 1.3383 -2.3308 -0.02
C -0.1535 2.3071 -3.5078 0.00
C 0.9348 2.0394 -4.5428 0.00
C -1.5092 2.1221 -4.1843 0.00
C -0.0453 3.7442 -2.9999 0.00
H 1.9341 2.2119 -4.1256 0.00
H 0.8680 1.0062 -4.9057 0.00
H 0.8080 2.7123 -5.4015 0.00
H -2.3273 2.4863 -3.5526 0.00
H -1.5345 2.7111 -5.1109 0.00
H -1.6808 1.0706 -4.4484 0.00
H -0.1790 4.4383 -3.8405 0.00
H -0.8297 3.9547 -2.2596 0.00
H 0.9322 3.9469 -2.5484 0.00
C 0.4224 0.2973 5.8365 0.00
C -0.6574 -0.5428 5.1287 0.00
C -0.4688 -0.6525 3.7039 0.01
N -0.2684 -0.8048 2.5599 0.04
H 1.4155 -0.1497 5.7029 0.00
H 0.2265 0.3585 6.9125 0.00
H 0.4392 1.3224 5.4430 0.00
H -0.6798 -1.5609 5.5458 0.00
H -1.6499 -0.1019 5.3061 0.00

=====

No. 2
100
Properties=species:S:1:pos:R:3:lowdin_spin:R:1 method="wB97M-V/def2-TZVPD" charge=+1 fmax_ev_per_a=1.705 homo_energy_ev="-10.11 / -11.16" e_lumo_ev="-2.34 / -2.35" spin_multiplicity=3 s_squared=2.01 orbital_gap_ev="7.76 / 8.81" mol_weight_g_mol=633.817
C -3.5011 -2.0462 0.1433 0.00
C -3.5970 -1.4864 -1.2795 0.00
C -2.9511 -2.3552 -2.3385 0.00
O -1.6700 -2.8666 -1.9288 0.00
C -0.6249 -2.2501 -2.5526 0.00
N 0.5972 -3.0842 -2.2248 0.00
O 0.5902 -3.3633 -0.8359 0.00
C 1.8776 -2.3304 -2.5158 0.00
C 1.9125 -1.5068 -3.7938 0.00
C 1.6411 -2.2882 -5.0629 0.00
O 0.5238 -2.6271 -5.3086 0.00
N 2.7102 -2.6121 -5.8706 0.00
C 2.5883 -2.2246 -7.2787 0.00
C 2.8196 -0.8941 -7.6634 0.00
C 2.7217 -0.5481 -9.0176 0.00
C 2.3927 -1.5216 -9.9738 0.00
C 2.1460 -2.8451 -9.5735 0.00
C 2.2462 -3.2024 -8.2231 0.00
C 0.5311 -4.4860 -2.9030 0.00
F 1.6614 -4.6315 -3.5287 0.00
F -0.4523 -4.4739 -3.7327 0.00
F 0.3824 -5.3987 -2.0064 0.00
H -2.6944 -1.6026 0.7120 0.00
H -3.4479 -3.1275 0.1782 0.00
H -4.4027 -1.7642 0.6738 0.00
H -3.2177 -0.4689 -1.2989 0.00
H -4.6466 -1.4269 -1.5454 0.00
H -2.8518 -1.7940 -3.2655 0.00
H -3.5862 -3.2024 -2.5600 0.00
H -0.4005 -1.2538 -2.1555 0.00
H -0.7180 -2.1935 -3.6328 0.00
H 0.3398 -2.5285 -0.4096 0.00
H 1.9771 -1.6502 -1.6860 0.00
H 2.7024 -3.0210 -2.4454 0.00
H 1.2313 -0.6684 -3.7490 0.00
H 2.9079 -1.0794 -3.8314 0.00
H 3.5754 -2.2469 -5.4944 0.00
H 3.0729 -0.1502 -6.9261 0.00
H 2.8962 0.4702 -9.3198 0.00
H 2.3320 -1.2584 -11.0155 0.00
H 1.8790 -3.5977 -10.2942 0.00
H 2.0679 -4.2052 -7.8807 0.00
C -2.0538 -2.1628 6.3354 0.00
C -1.8409 -1.5746 4.9307 0.03
C -0.3788 -1.1597 4.7548 0.02
C -0.0116 0.1154 5.5181 0.00
C -0.9730 1.2472 5.1548 0.02
C -2.4424 0.8889 5.3550 0.03
N -2.7394 -0.4077 4.6749 0.38
O -2.9366 -0.2383 3.4097 0.52
C -2.7770 0.8306 6.8580 0.00
C -3.3301 1.9705 4.7521 0.00
C -2.2068 -2.6667 3.9331 0.00
H -1.6585 -1.5444 7.1368 0.00
H -3.1141 -2.3325 6.5237 0.00
H -1.5435 -3.1230 6.4066 0.00
H -0.1824 -0.9949 3.6882 0.00
H 0.2590 -1.9892 5.0671 0.00
H -0.0094 -0.0633 6.5957 0.00
H 1.0076 0.4092 5.2584 0.00
H -0.7482 2.1407 5.7406 0.00
H -0.8104 1.5041 4.1026 0.00
H -3.7350 0.3373 7.0231 0.00
H -2.8530 1.8426 7.2527 0.00
H -2.0232 0.3258 7.4579 0.00
H -3.1061 2.1502 3.7027 0.00
H -3.1678 2.9009 5.2944 0.00
H -4.3836 1.7027 4.8379 0.00
H -3.2609 -2.9347 4.0112 0.00
H -1.6147 -3.5614 4.1234 0.00
H -2.0149 -2.3428 2.9123 0.00
C 1.2822 1.8035 1.8599 0.00
C 1.5324 2.3312 0.4399 0.03
C 2.9801 2.7989 0.2867 0.02
C 3.2574 4.1276 0.9896 0.00
C 2.2599 5.1972 0.5410 0.02
C 0.8010 4.7718 0.7080 0.03
N 0.5936 3.4289 0.0825 0.38
O 0.4410 3.5069 -1.1959 0.53
C 0.4114 4.7633 2.1995 0.00
C -0.1190 5.7713 0.0195 0.00
C 1.2708 1.1572 -0.4902 0.00
H 1.6227 2.4679 2.6481 0.00
H 0.2214 1.6003 2.0160 0.00
H 1.8258 0.8676 2.0018 0.00
H 3.2082 2.9115 -0.7785 0.00
H 3.6443 2.0206 0.6709 0.00
H 3.2246 3.9994 2.0743 0.00
H 4.2708 4.4552 0.7547 0.00
H 2.4183 6.1201 1.1008 0.00
H 2.4447 5.4326 -0.5117 0.00
H -0.5260 4.2270 2.3537 0.00
H 0.2668 5.7869 2.5408 0.00
H 1.1669 4.3311 2.8514 0.00
H 0.1357 5.9107 -1.0285 0.00
H -0.0256 6.7344 0.5183 0.00
H -1.1598 5.4518 0.0817 0.00
H 0.2245 0.8434 -0.4365 0.00
H 1.9051 0.3294 -0.1676 0.00
H 1.5086 1.3942 -1.5264 0.00